16
Properties=species:S:1:pos:R:3:forces:R:3 method="wB97M-V/def2-TZVPD" smiles="CC(C)(F)S(=O)(=O)N(F)F" homo_ev=-10.74
C 1.329 0.035 -1.430 1.6298 0.7611 2.6472
C 0.700 -0.337 -0.066 -1.4112 -0.8186 -0.2875
C 1.278 -0.089 1.296 0.2615 1.7808 0.3028
F 0.385 -1.671 -0.086 -0.0668 -0.6200 -0.6053
S -1.101 0.549 -0.141 1.5252 0.9277 0.9577
O -0.925 1.771 0.585 -0.2443 0.0216 0.2032
O -1.540 0.569 -1.478 -0.6324 -0.2958 -1.5837
N -2.415 -0.274 0.843 0.3405 -0.8137 0.3584
F -2.755 -1.429 0.159 0.3609 0.1006 -0.0372
F -3.499 0.520 0.596 0.0196 0.3945 -0.0749
H 0.586 0.081 -2.139 -1.7136 -0.2667 -1.7198
H 1.758 1.063 -1.400 0.0462 -0.8521 0.1585
H 2.066 -0.740 -1.692 -0.1319 0.4202 0.2168
H 1.002 0.969 1.575 0.9127 -0.9591 -0.1749
H 0.757 -0.713 2.020 -0.0001 -0.1623 -0.1434
H 2.373 -0.305 1.358 -0.8960 0.3819 -0.2180


12
Properties=species:S:1:pos:R:3:forces:R:3 method="wB97M-V/def2-TZVPD" homo_ev=-4.11 charge=-1
O -0.681 2.683 0.048 -0.3338 -0.4493 -1.2136
C -0.386 1.583 -0.464 0.5011 -0.9180 3.3671
N 0.401 0.666 0.268 -2.6873 1.1513 -3.4970
C 1.415 -0.389 -1.001 1.6931 -1.7876 1.5715
O 0.785 -0.982 -1.917 0.5332 1.2061 1.5646
H -0.910 1.194 -1.376 0.9919 0.4081 0.1017
H 0.252 0.950 1.223 0.9271 0.0931 0.5374
H 1.868 -0.967 -0.023 -0.8472 0.5946 -2.1916
H 2.148 0.450 -1.208 -0.9411 -0.4197 -0.1341
H -1.816 -1.568 2.214 -0.1413 -1.0157 -0.6288
H -1.313 -1.459 0.813 -0.8408 -1.9454 0.9201
O -1.764 -2.161 1.423 1.1452 3.0822 -0.3973


108
Properties=species:S:1:pos:R:3:forces:R:3 method="wB97M-V/def2-TZVPD" homo_ev=-11.54 charge=+1
C 0.490 -8.009 7.143 -0.5955 0.1669 -0.1619
C -0.473 -7.771 5.963 0.5940 0.1404 -0.1931
B 0.141 -6.739 4.981 0.2198 0.0030 0.5635
O 1.479 -6.634 4.731 -0.6773 0.1313 -0.8437
P -0.983 -5.474 3.952 -0.1477 -0.4933 0.4261
C -0.246 -5.287 2.311 -0.4829 0.0125 -0.5047
C -1.255 -5.498 1.190 -2.3717 -1.3022 0.0672
O -2.349 -6.010 1.372 2.0645 1.2262 -0.3655
O -0.868 -5.078 -0.041 0.4924 0.2185 0.4569
C 0.514 -5.234 -0.313 1.0818 -2.0429 -0.1558
C 1.332 -4.016 -0.564 -0.5482 -0.0371 0.2128
O 0.980 -6.354 -0.309 -0.9856 1.6895 0.1868
O -1.237 -4.118 4.714 0.0494 0.1499 -0.3491
C -0.548 -2.924 4.209 0.3201 0.0115 0.0950
C -0.554 -1.807 5.213 -0.5182 0.3361 0.0722
N 0.232 -0.716 4.681 -0.0901 -0.1764 0.2691
C 1.669 -0.926 4.769 -0.3788 0.2015 -0.4550
C 2.361 -0.477 3.516 0.9363 -0.2255 -0.3024
C 3.840 -0.849 3.609 -0.7773 -0.0131 0.3996
O 1.756 -1.143 2.410 -0.3137 -0.3371 0.0876
H 0.528 -7.112 7.743 0.1554 0.1791 0.3548
H 1.486 -8.242 6.808 0.3581 -0.0828 -0.1291
H 0.132 -8.824 7.752 -0.0760 -0.2120 0.2650
H -0.553 -8.710 5.410 -0.2152 -0.2053 -0.2234
H -1.472 -7.515 6.293 -0.2936 0.0081 0.0816
H 1.762 -7.410 4.234 0.7723 -0.2652 0.3267
H -2.223 -6.099 3.794 -0.0476 0.2016 -0.1643
H 0.506 -6.060 2.209 0.2860 -0.2530 0.0516
H 0.267 -4.345 2.154 0.1310 0.2540 0.2780
H 1.864 -4.159 -1.488 0.1160 0.0833 -0.4098
H 2.084 -3.984 0.213 0.2637 0.0015 0.2590
H 0.782 -3.088 -0.538 -0.2279 0.2233 -0.1807
H -1.017 -2.606 3.286 -0.3512 0.0203 -0.2071
H 0.480 -3.175 3.975 0.2701 -0.1569 0.0206
H -0.195 -2.136 6.178 0.3230 -0.0919 0.2273
H -1.564 -1.454 5.375 -0.3757 -0.0135 0.0474
H -0.051 -0.594 3.717 0.2025 0.2968 -0.1467
H 2.086 -0.352 5.585 0.0551 0.0690 0.4147
H 1.928 -1.976 4.915 0.0401 -0.2613 0.1644
H 2.260 0.596 3.385 -0.1730 0.3462 0.0276
H 3.910 -1.914 3.431 0.2230 -0.2809 -0.2596
H 4.161 -0.698 4.631 0.3950 0.2792 0.1919
H 4.452 -0.283 2.927 0.2999 0.0660 -0.2275
H 2.310 -0.989 1.634 -0.2996 -0.0850 0.0306
Cl -1.278 -0.851 -0.594 0.0910 -0.0666 0.0562
C -2.035 -2.038 -1.696 -0.0184 -0.1775 -0.0176
C -1.926 -1.619 -3.139 -0.0227 -0.0363 -0.0212
Cl -2.920 -0.185 -3.475 0.0096 0.1020 -0.0781
H -3.072 -2.158 -1.392 -0.0313 0.1159 0.0093
H -1.521 -2.986 -1.548 0.0248 0.0171 -0.0201
H -2.289 -2.420 -3.781 -0.0433 -0.0229 0.0333
H -0.899 -1.394 -3.416 0.0118 0.0470 0.0308
Cl -8.362 1.700 -1.624 -0.0187 -0.0044 0.0003
C -6.739 2.422 -1.477 0.0778 0.1323 0.0026
C -5.648 1.412 -1.704 0.0953 0.0455 -0.1211
Cl -5.554 0.197 -0.396 0.0290 -0.0774 0.0303
H -6.664 2.881 -0.495 -0.0285 -0.0604 0.0387
H -6.668 3.200 -2.238 0.0639 -0.2588 0.1690
H -4.683 1.916 -1.736 -0.0017 0.0232 0.0438
H -5.791 0.881 -2.640 -0.0480 -0.0531 0.0207
Cl 2.920 -1.769 -2.622 0.0069 -0.0167 -0.0164
C 2.451 -0.053 -2.455 -0.1154 0.1350 -0.0261
C 3.392 0.706 -1.562 0.2252 0.1590 -0.1252
Cl 3.267 0.188 0.151 0.2846 0.2580 -0.2816
H 1.430 -0.024 -2.081 0.0079 -0.0640 0.0508
H 2.467 0.379 -3.453 0.0904 -0.0087 -0.0141
H 3.139 1.765 -1.584 -0.1020 -0.0142 0.0604
H 4.436 0.597 -1.870 -0.4617 -0.1144 0.2405
Cl 6.299 0.292 -3.247 0.2141 0.0034 -0.1795
C 6.453 -1.356 -3.923 0.1323 -0.2129 0.0672
C 7.207 -1.357 -5.225 0.0664 -0.0044 -0.0460
Cl 6.284 -0.565 -6.527 -0.0006 0.0211 -0.0013
H 5.455 -1.764 -4.036 -0.1076 0.0840 -0.0357
H 6.990 -1.950 -3.185 0.0763 0.0683 0.0120
H 7.388 -2.384 -5.538 -0.0406 -0.0265 0.0148
H 8.163 -0.850 -5.132 -0.0104 0.0450 0.0112
Cl 10.238 -0.489 -2.358 -0.0817 -0.0495 -0.0263
C 9.758 1.219 -2.170 -0.0339 0.1052 -0.0742
C 10.656 1.957 -1.213 0.0407 0.0716 -0.0173
Cl 10.453 1.392 0.465 0.0083 -0.0138 0.0127
H 8.723 1.241 -1.843 -0.0052 -0.0676 0.0514
H 9.819 1.675 -3.157 0.0508 0.0035 -0.0081
H 10.408 3.017 -1.224 -0.0484 0.0006 -0.0024
H 11.703 1.844 -1.481 0.0177 -0.0628 0.0303
Cl -5.808 2.307 -5.455 0.0051 -0.0295 0.0439
C -7.251 3.189 -6.027 -0.0819 -0.0083 -0.1154
C -7.251 4.623 -5.570 -0.0150 0.0348 -0.0895
Cl -7.465 4.746 -3.807 -0.1954 0.2495 -0.2752
H -8.129 2.658 -5.670 0.0263 -0.0188 0.0811
H -7.238 3.149 -7.115 0.0624 0.0174 -0.0119
H -8.077 5.159 -6.034 -0.0539 -0.0490 0.0173
H -6.324 5.128 -5.830 0.0499 -0.0285 0.0611
Cl -5.384 6.418 -1.738 0.1617 0.0204 0.1304
C -6.029 7.994 -1.195 -0.0509 0.0084 0.1035
C -6.584 8.798 -2.340 -0.0891 0.0361 -0.0282
Cl -5.304 9.345 -3.452 0.0061 -0.0227 -0.0223
H -5.231 8.526 -0.684 -0.0782 -0.0246 -0.1052
H -6.819 7.783 -0.476 -0.0339 -0.0271 -0.0300
H -7.075 9.689 -1.954 0.0434 0.0212 0.0395
H -7.305 8.223 -2.915 0.0380 -0.0413 -0.0336
Cl -1.679 10.246 -1.834 -0.0063 0.0191 0.0054
C -1.361 9.464 -0.267 0.0873 -0.0042 -0.0159
C -2.590 8.802 0.297 0.0139 -0.1076 0.0415
Cl -3.826 9.993 0.790 0.0721 0.0567 0.0633
H -0.970 10.217 0.412 -0.0421 0.0489 -0.0029
H -0.590 8.714 -0.435 -0.0252 -0.0435 -0.0097
H -2.327 8.232 1.186 0.0177 0.0398 0.0317
H -3.042 8.125 -0.426 -0.0194 0.0470 -0.0509


| no. | gap between HOMO and LUMO (eV) | maximum force (eV/A) | DFT total energy (Ha) |
| --- | --- | --- | --- |
| 1 | 10.8 | 3.20 | -1020.73786 |
| 2 | 8.1 | 4.56 | -360.25783 |
| 3 | 7.5 | 2.71 | -9297.68485 |